Here is a structure of composition C3H5NOS2 from the Open Molecules 2025 dataset. Energies are from ωB97M-V with the def2-TZVPD basis set.

Calculated values
E_tot	-28398.9834	eV
ΔE to the lowest compared entry with this formula, charge and spin	1.247	eV
orbital gap	0.3430	Ha

```
! RIJCOSX wB97M-V def2-TZVPD def2/J DEFGRID3
* xyz 0 1
C -0.859 0.788 -1.228
C -0.434 -0.102 -0.153
C 1.055 -1.741 0.410
H 0.309 2.519 -0.048
H -0.861 0.204 -2.141
H -1.838 1.171 -0.938
H 2.052 -1.331 0.591
H 1.078 -2.801 0.216
N -0.807 -0.024 1.036
O 0.448 -1.004 -0.688
S 0.180 2.238 -1.436
S -0.008 -1.314 1.836
*
```

Here is an isolated molecule of C23H29N3O5S from the Open Molecules 2025 dataset. Energies are from ωB97M-V with the def2-TZVPD basis set.

Calculated values
E_tot	-49865.9329	eV
ΔE to the lowest compared entry with this formula, charge and spin	0.396	eV
orbital gap	0.3232	Ha

```
! RIJCOSX wB97M-V def2-TZVPD def2/J DEFGRID3
* xyz 0 1
C -5.412 -4.432 -0.464
O -5.236 -3.069 -0.763
C -4.172 -2.420 -0.224
C -3.233 -2.988 0.620
C -2.180 -2.237 1.126
C -2.049 -0.911 0.762
N -0.998 -0.105 1.283
C -1.392 1.026 2.116
C -1.464 2.320 1.286
O -2.518 2.781 0.891
N -0.260 2.853 1.046
C -0.049 3.999 0.185
C 0.571 3.561 -1.144
C 0.810 4.768 -2.045
C 1.711 5.784 -1.350
C 1.093 6.222 -0.026
C 0.856 5.017 0.879
C 0.298 -0.271 0.974
O 1.179 0.465 1.405
C 0.630 -1.391 0.000
N 2.053 -1.423 -0.214
C 2.730 -2.599 -0.216
O 2.169 -3.680 -0.220
C 4.194 -2.483 -0.264
C 5.071 -3.532 -0.302
C 6.418 -3.125 -0.339
C 6.553 -1.772 -0.330
S 5.040 -0.967 -0.275
C -2.991 -0.318 -0.077
C -4.057 -1.050 -0.565
O -5.031 -0.555 -1.365
C -4.989 0.815 -1.696
H -4.561 -5.032 -0.800
H -5.569 -4.592 0.608
H -6.305 -4.737 -1.007
H -3.313 -4.023 0.909
H -1.478 -2.691 1.806
H -2.376 0.816 2.536
H -0.656 1.141 2.916
H 0.561 2.329 1.331
H -1.036 4.438 0.005
H -0.094 2.848 -1.638
H 1.519 3.055 -0.944
H 1.266 4.443 -2.982
H -0.148 5.236 -2.283
H 1.860 6.651 -1.995
H 2.689 5.333 -1.163
H 1.751 6.935 0.476
H 0.142 6.722 -0.218
H 0.396 5.333 1.817
H 1.811 4.540 1.113
H 0.095 -1.205 -0.941
H 0.322 -2.371 0.373
H 2.533 -0.560 0.012
H 4.739 -4.554 -0.302
H 7.249 -3.806 -0.371
H 7.454 -1.192 -0.352
H -2.888 0.727 -0.315
H -4.988 1.448 -0.804
H -4.111 1.051 -2.306
H -5.891 1.002 -2.275
*
```

Here is a structure of composition C41H51CoN6PTe from the Open Molecules 2025 dataset. Energies are from ωB97M-V with the def2-TZVPD basis set.

Calculated values
E_tot	-106470.7648	eV
ΔE to the lowest compared entry with this formula, charge and spin	0.998	eV
⟨S²⟩	6.02
orbital gap (alpha / beta)	0.2472 / 0.1366	Ha

```
! RIJCOSX wB97M-V def2-TZVPD def2/J DEFGRID3
* xyz 3 5
Co -0.954 -0.627 0.483
C -0.723 0.147 4.234
N 0.156 -0.978 3.920
C 0.817 -1.576 5.090
C 0.568 -1.205 2.667
N 0.480 -0.255 1.699
C 0.983 1.055 1.992
C 2.002 1.151 2.904
C 2.543 2.381 3.313
C 2.090 3.525 2.740
C 1.122 3.476 1.707
C 0.784 4.690 1.061
C -0.053 4.687 -0.007
C -0.634 3.476 -0.421
C -0.430 2.291 0.238
N -1.132 1.135 -0.236
C -2.292 1.330 -0.925
N -2.446 0.716 -2.105
C -1.287 0.228 -2.845
C -3.749 0.310 -2.648
N -3.264 2.103 -0.442
C -3.303 2.491 0.967
C -4.206 2.838 -1.294
C 0.528 2.235 1.309
N 1.042 -2.415 2.339
C 0.613 -3.660 2.990
C 1.898 -2.595 1.172
H -0.153 1.033 4.516
H -1.359 -0.140 5.070
H -1.346 0.392 3.377
H 1.149 -0.768 5.744
H 1.689 -2.148 4.788
H 0.137 -2.216 5.653
H 2.411 0.235 3.326
H 3.317 2.409 4.070
H 2.483 4.489 3.040
H 1.233 5.611 1.413
H -0.277 5.605 -0.539
H -1.275 3.481 -1.299
H -0.420 0.843 -2.623
H -1.503 0.294 -3.909
H -1.067 -0.820 -2.609
H -4.517 0.382 -1.885
H -3.678 -0.731 -2.960
H -4.027 0.910 -3.513
H -2.798 1.750 1.581
H -4.347 2.558 1.272
H -2.827 3.460 1.123
H -3.892 2.809 -2.332
H -4.212 3.879 -0.971
H -5.219 2.444 -1.204
H -0.222 -3.470 3.655
H 1.424 -4.114 3.557
H 0.295 -4.363 2.217
H 2.418 -1.667 0.955
H 1.325 -2.917 0.297
H 2.634 -3.366 1.396
C 4.002 1.682 -2.446
Te 2.761 0.070 -1.862
C 3.686 -1.020 -3.426
C 4.842 -0.172 -3.913
C 5.745 -0.690 -4.837
C 6.794 0.097 -5.283
C 6.945 1.393 -4.812
C 6.048 1.909 -3.892
C 4.993 1.121 -3.443
H 4.463 2.103 -1.549
H 3.344 2.450 -2.870
H 2.923 -1.190 -4.193
H 3.988 -1.995 -3.036
H 5.631 -1.703 -5.205
H 7.499 -0.304 -6.000
H 7.766 2.003 -5.162
H 6.169 2.922 -3.523
C -3.019 -2.504 2.715
P -2.615 -2.192 0.962
C -4.232 -1.819 0.222
C -4.996 -0.787 0.777
C -6.266 -0.519 0.286
C -6.773 -1.269 -0.771
C -6.008 -2.281 -1.337
C -4.737 -2.556 -0.845
C -2.131 -3.797 0.293
C -2.794 -4.972 0.648
C -2.417 -6.178 0.074
C -1.369 -6.224 -0.839
C -0.703 -5.061 -1.200
C -1.091 -3.852 -0.638
H -3.995 -2.983 2.774
H -3.054 -1.573 3.281
H -2.266 -3.156 3.151
H -4.611 -0.207 1.613
H -6.871 0.256 0.743
H -7.772 -1.073 -1.144
H -6.405 -2.864 -2.159
H -4.157 -3.364 -1.278
H -3.607 -4.956 1.366
H -2.949 -7.086 0.334
H -1.071 -7.171 -1.273
H 0.108 -5.100 -1.917
H -0.590 -2.932 -0.934
*
```

Here is an isolated molecule of C5H10O from the Open Molecules 2025 dataset. Energies are from ωB97M-V with the def2-TZVPD basis set.

Calculated values
E_tot	-7393.8456	eV
ΔE to the lowest compared entry with this formula, charge and spin	0.920	eV
orbital gap	0.3934	Ha

```
! RIJCOSX wB97M-V def2-TZVPD def2/J DEFGRID3
* xyz 0 1
C -2.237 1.184 0.116
C -1.495 -0.144 0.270
C -0.006 0.023 0.386
C 0.866 -0.283 -0.574
C 2.351 -0.313 -0.363
O 2.782 -1.655 -0.187
H -1.931 1.685 -0.808
H -2.020 1.857 0.952
H -3.320 1.027 0.078
H -1.718 -0.795 -0.584
H -1.862 -0.665 1.164
H 0.371 0.416 1.335
H 0.505 -0.666 -1.529
H 2.900 0.062 -1.233
H 2.624 0.310 0.503
H 2.190 -2.042 0.474
*
```

Here is a cluster of 2 separate species, C6H10O in total from the Open Molecules 2025 dataset. Energies are from ωB97M-V with the def2-TZVPD basis set.

Calculated values
E_tot	-8428.9474	eV
ΔE to the lowest compared entry with this formula, charge and spin	2.293	eV
orbital gap	0.3474	Ha

```
! RIJCOSX wB97M-V def2-TZVPD def2/J DEFGRID3
* xyz 0 1
C -2.883 1.689 0.719
C -2.463 0.425 0.849
C -1.332 -0.115 0.061
C -0.284 -0.434 0.839
C 0.988 -0.818 0.151
C 2.133 -0.952 0.800
H -3.602 2.167 1.351
H -2.492 2.312 -0.067
H -3.057 -0.298 1.477
H -1.423 -0.007 -0.999
H -0.199 -0.546 1.902
H 0.897 -1.131 -0.876
H 2.237 -0.467 1.807
H 2.981 -1.563 0.525
O 2.760 0.011 -2.619
H 3.202 -0.230 -1.800
H 2.408 0.892 -2.454
*
```

Here is an isolated molecule of C3H4O3S from the Open Molecules 2025 dataset. Energies are from ωB97M-V with the def2-TZVPD basis set.

Calculated values
E_tot	-20147.5514	eV
ΔE to the lowest compared entry with this formula, charge and spin	0.815	eV
⟨S²⟩	2.01
orbital gap (alpha / beta)	0.2279 / 0.2644	Ha

```
! RIJCOSX wB97M-V def2-TZVPD def2/J DEFGRID3
* xyz 0 3
C 0.432 -1.366 -0.623
C -0.662 0.575 -0.550
C -0.391 0.446 0.994
O 0.939 -2.317 -1.132
O 2.226 0.356 0.367
O -0.663 -0.753 -1.010
S 1.171 -0.467 0.943
H -1.475 1.228 -0.916
H 0.110 1.257 -1.056
H -0.502 1.330 1.559
H -1.184 -0.289 1.426
*
```

no.,maximum force (eV/Å)
1,2.3
2,0.7
3,0.8
4,0.4
5,3.8
6,3.4